Record 1
DFT (the ωB97M-V functional and the def2-TZVPD basis) results for C20H54O8 as an isolated structure.

Each line ends with the Löwdin charge.
CARTESIAN COORDINATES (ANGSTROEM)
C  15.55  18.28  -22.13  -0.02
C  15.49  18.54  -20.59  -0.41
C  14.72  17.41  -19.85  -0.09
O  16.80  18.56  -20.16  -0.11
H  14.59  17.88  -22.46  0.07
H  16.27  17.56  -22.52  0.09
H  15.75  19.22  -22.64  0.08
H  15.04  19.50  -20.33  0.13
H  15.16  16.51  -20.28  -0.01
H  13.69  17.44  -20.20  0.10
H  14.80  17.30  -18.76  0.05
H  16.85  18.88  -19.25  0.06
C  17.01  16.36  -19.43  -0.13
C  17.90  15.21  -18.99  -0.32
C  19.01  15.01  -19.99  -0.01
O  18.44  15.30  -17.70  -0.04
H  16.09  16.45  -18.86  0.03
H  16.75  16.23  -20.48  0.09
H  17.58  17.29  -19.35  0.09
H  17.26  14.33  -18.96  0.15
H  19.54  15.93  -20.26  0.10
H  18.49  14.76  -20.92  0.09
H  19.71  14.24  -19.67  0.03
H  17.76  15.67  -17.12  -0.22
C  14.85  16.33  -16.49  0.01
C  16.09  16.61  -15.68  -0.30
C  16.16  16.06  -14.16  0.02
O  17.18  16.01  -16.40  0.08
H  14.04  17.04  -16.32  0.11
H  14.61  15.27  -16.42  0.11
H  14.98  16.32  -17.57  0.04
H  16.26  17.69  -15.61  0.14
H  17.19  15.94  -13.81  0.08
H  15.92  15.00  -14.24  0.08
H  15.55  16.43  -13.34  0.09
H  17.86  15.75  -15.77  0.19
C  12.65  14.80  -21.03  -0.03
C  14.16  14.95  -21.54  -0.43
C  15.21  14.47  -20.42  -0.05
O  14.37  14.26  -22.72  -0.03
H  11.96  14.98  -21.85  0.06
H  12.25  15.21  -20.10  0.07
H  12.40  13.75  -20.86  0.07
H  14.55  15.93  -21.83  0.08
H  15.01  13.45  -20.10  0.09
H  15.11  15.02  -19.48  0.06
H  16.20  14.50  -20.87  0.08
H  13.59  14.39  -23.26  0.09
C  19.70  17.38  -17.48  -0.02
C  18.45  18.26  -17.04  -0.33
C  18.51  19.71  -17.56  -0.03
O  17.27  17.70  -17.67  -0.18
H  20.65  17.80  -17.16  0.09
H  19.77  17.44  -18.57  0.10
H  19.69  16.31  -17.28  0.02
H  18.34  18.18  -15.96  0.13
H  19.37  20.27  -17.19  0.08
H  17.64  20.27  -17.20  0.08
H  18.56  19.77  -18.64  0.08
H  17.00  17.00  -17.07  -0.11
C  20.16  11.99  -20.16  -0.05
C  21.73  11.98  -20.23  -0.41
C  22.51  11.51  -18.96  -0.05
O  22.05  11.19  -21.42  -0.08
H  19.86  10.94  -20.17  0.08
H  19.81  12.46  -21.08  0.07
H  19.74  12.57  -19.34  0.05
H  22.06  13.00  -20.41  0.12
H  22.41  12.20  -18.13  0.00
H  23.59  11.57  -19.11  0.08
H  22.31  10.50  -18.59  0.08
H  22.96  11.37  -21.67  0.07
C  20.91  14.72  -17.27  -0.21
C  22.09  14.25  -16.43  -0.18
O  22.76  13.04  -16.86  -0.11
O  19.65  14.00  -17.14  -0.07
H  21.11  14.71  -18.34  0.12
H  20.73  15.75  -16.96  0.06
H  21.70  14.13  -15.42  0.12
H  22.88  15.01  -16.45  0.12
H  22.04  12.41  -16.88  0.07
H  18.97  14.49  -17.61  -0.31

* E_LUMO: 0.178 eV
* energy relative to the best compared isomer or geometry (same formula, charge and spin): 18.556 eV
* HOMO energy: -8.040 eV
* orbital gap: 8.2 eV


Record 2
DFT (the ωB97M-V functional and the def2-TZVPD basis) results for a 3-piece molecular cluster, C20H55BBrN6O5P3 overall.

Each line ends with the Löwdin charge.
CARTESIAN COORDINATES (ANGSTROEM)
C  0.55  3.18  -3.85  -0.10
C  -0.16  3.39  -2.50  -0.20
C  -1.44  4.25  -2.54  -0.31
O  -2.04  4.30  -3.82  -0.42
P  -3.36  5.43  -4.00  0.83
C  -4.28  4.18  -4.99  -0.17
C  -4.94  6.58  -4.09  -0.33
C  -4.86  7.92  -3.43  -0.83
O  -5.53  8.85  -3.73  0.04
Br  -3.52  8.20  -2.02  0.72
B  -2.25  6.69  -5.04  -0.49
O  -2.87  7.59  -5.88  0.11
C  -0.68  6.73  -4.98  -0.17
C  -0.13  7.50  -3.75  -0.10
H  0.77  2.12  -3.95  0.06
H  1.51  3.69  -3.87  0.07
H  -0.06  3.45  -4.71  0.05
H  0.54  3.91  -1.85  0.10
H  -0.35  2.44  -2.01  0.09
H  -1.24  5.24  -2.12  0.09
H  -2.16  3.80  -1.85  0.11
H  -3.49  5.48  -2.60  0.03
H  -4.65  4.69  -5.88  0.05
H  -5.14  3.82  -4.44  0.06
H  -3.63  3.38  -5.34  0.05
H  -5.29  6.76  -5.10  0.08
H  -5.75  6.05  -3.57  0.10
H  -3.45  7.16  -6.52  0.11
H  -0.34  7.26  -5.87  0.10
H  -0.28  5.72  -5.03  0.08
H  -0.67  7.28  -2.84  0.03
H  0.91  7.21  -3.61  0.07
H  -0.12  8.57  -3.96  0.08
C  3.98  -2.81  -2.40  -0.13
N  3.35  -1.51  -2.23  -0.30
C  4.14  -0.49  -2.92  -0.14
P  2.53  -0.97  -0.82  0.64
O  1.79  0.22  -1.31  -0.30
N  1.22  -2.03  -0.46  -0.32
C  1.10  -3.34  -1.08  -0.14
C  -0.08  -1.40  -0.33  -0.14
N  3.56  -1.73  0.34  -0.27
C  2.97  -2.00  1.67  -0.13
C  4.78  -0.91  0.57  -0.12
H  4.91  -2.92  -1.82  0.08
H  4.23  -2.94  -3.45  0.08
H  3.31  -3.63  -2.14  0.04
H  5.14  -0.37  -2.49  0.07
H  3.63  0.47  -2.88  0.07
H  4.26  -0.75  -3.98  0.08
H  1.00  -3.28  -2.18  0.09
H  0.21  -3.85  -0.69  0.08
H  1.94  -3.98  -0.82  0.07
H  -0.55  -1.20  -1.31  0.08
H  -0.02  -0.47  0.21  0.07
H  -0.74  -2.06  0.24  0.08
H  2.50  -1.11  2.10  0.09
H  3.75  -2.34  2.35  0.07
H  2.23  -2.79  1.63  0.06
H  4.55  0.06  1.00  0.09
H  5.32  -0.75  -0.37  0.06
H  5.46  -1.44  1.24  0.08
C  -1.74  -3.29  6.62  -0.13
N  -1.32  -3.25  5.23  -0.30
C  -2.40  -2.72  4.39  -0.13
P  -0.31  -4.41  4.48  0.65
O  0.10  -3.73  3.22  -0.30
N  1.21  -4.51  5.29  -0.33
C  1.42  -3.93  6.60  -0.14
C  2.37  -4.31  4.44  -0.14
N  -0.93  -5.81  5.30  -0.28
C  -0.03  -6.98  5.37  -0.12
C  -2.19  -6.27  4.66  -0.12
H  -2.49  -4.06  6.83  0.08
H  -2.19  -2.32  6.87  0.08
H  -0.91  -3.42  7.30  0.05
H  -3.29  -3.37  4.39  0.07
H  -2.06  -2.61  3.36  0.07
H  -2.70  -1.74  4.75  0.08
H  1.26  -2.84  6.61  0.09
H  2.44  -4.13  6.93  0.08
H  0.78  -4.40  7.35  0.07
H  2.56  -3.25  4.25  0.07
H  2.25  -4.82  3.49  0.07
H  3.26  -4.74  4.92  0.08
H  0.36  -7.28  4.39  0.09
H  -0.59  -7.83  5.78  0.08
H  0.80  -6.81  6.04  0.07
H  -2.04  -6.60  3.63  0.09
H  -2.94  -5.48  4.66  0.06
H  -2.61  -7.10  5.23  0.08

* E_LUMO: 0.356 eV
* HOMO energy: -8.190 eV
* orbital gap: 8.5 eV


Record 3
DFT (the ωB97M-V functional and the def2-TZVPD basis) results for C20H55FeN6O8 as an isolated structure.

Each line ends with the Löwdin charge.
CARTESIAN COORDINATES (ANGSTROEM)
Fe  20.95  -20.40  -18.74  1.02
N  20.09  -18.87  -15.96  -0.50
O  19.70  -19.37  -14.92  0.05
O  20.13  -19.58  -17.04  -0.16
O  20.50  -17.69  -16.02  0.01
C  20.43  -13.99  -17.75  -0.06
C  20.70  -14.91  -18.92  -0.43
C  21.41  -14.17  -20.03  -0.20
O  21.19  -14.80  -21.29  -0.19
C  21.96  -14.22  -22.30  -0.12
N  21.48  -16.08  -18.52  0.05
H  19.71  -13.20  -18.00  0.09
H  21.33  -13.43  -17.46  0.09
H  20.06  -14.53  -16.88  0.08
H  19.71  -15.20  -19.28  0.13
H  22.48  -14.11  -19.80  0.13
H  21.03  -13.15  -20.12  0.14
H  21.88  -14.80  -23.22  0.07
H  23.03  -14.10  -22.08  0.09
H  21.64  -13.20  -22.53  0.10
H  20.99  -16.62  -17.80  0.04
H  22.33  -15.76  -18.06  0.07
C  26.38  -15.18  -12.95  -0.05
C  26.61  -16.08  -14.17  -0.44
C  25.46  -16.01  -15.13  -0.20
O  24.23  -16.43  -14.51  -0.20
C  23.14  -15.61  -14.82  -0.12
N  27.88  -15.77  -14.87  0.04
H  27.26  -15.03  -12.33  0.08
H  25.55  -15.57  -12.36  0.05
H  26.09  -14.18  -13.32  0.09
H  26.69  -17.07  -13.72  0.14
H  25.62  -16.63  -16.02  0.12
H  25.32  -14.96  -15.43  0.13
H  23.06  -15.31  -15.88  0.07
H  23.17  -14.63  -14.32  0.10
H  22.23  -16.13  -14.56  0.07
H  27.97  -14.76  -14.86  0.07
H  28.61  -16.16  -14.30  0.07
C  22.55  -23.26  -15.97  -0.03
C  22.19  -21.98  -16.73  -0.40
C  23.39  -21.16  -17.15  -0.13
O  22.91  -20.02  -17.91  -0.29
C  23.61  -18.81  -17.64  -0.06
N  21.33  -22.29  -17.91  0.01
H  23.15  -22.98  -15.10  0.10
H  23.19  -23.91  -16.57  0.09
H  21.66  -23.80  -15.67  0.09
H  21.57  -21.39  -16.05  0.14
H  23.99  -21.75  -17.85  0.14
H  23.97  -20.83  -16.29  0.15
H  23.41  -18.08  -18.41  0.08
H  24.69  -18.95  -17.72  0.11
H  23.36  -18.42  -16.65  0.10
H  20.63  -22.93  -17.52  0.12
H  21.77  -22.99  -18.53  0.12
C  19.00  -15.76  -11.39  -0.05
C  19.69  -16.77  -12.31  -0.45
C  21.08  -17.11  -11.81  -0.22
O  21.82  -15.94  -11.51  -0.20
C  23.14  -16.25  -11.13  -0.11
N  18.87  -17.98  -12.40  0.03
H  19.10  -16.08  -10.35  0.09
H  18.01  -15.50  -11.75  0.08
H  19.64  -14.87  -11.43  0.07
H  19.73  -16.37  -13.34  0.13
H  21.64  -17.73  -12.53  0.12
H  21.00  -17.69  -10.88  0.13
H  23.17  -17.04  -10.37  0.09
H  23.58  -15.33  -10.76  0.09
H  23.68  -16.63  -12.01  0.06
H  17.97  -17.67  -12.76  0.07
H  19.18  -18.64  -13.11  0.02
C  18.19  -18.13  -19.66  -0.04
C  19.28  -18.63  -20.60  -0.39
C  19.39  -17.80  -21.86  -0.20
O  20.17  -18.54  -22.79  -0.18
C  20.39  -17.80  -23.98  -0.08
N  20.57  -18.66  -19.83  0.01
H  18.38  -17.09  -19.38  0.08
H  18.21  -18.72  -18.74  0.07
H  17.19  -18.27  -20.05  0.09
H  18.97  -19.64  -20.90  0.14
H  19.89  -16.86  -21.64  0.12
H  18.38  -17.64  -22.23  0.14
H  19.48  -17.61  -24.55  0.10
H  21.02  -18.42  -24.61  0.09
H  20.89  -16.85  -23.75  0.07
H  21.33  -18.70  -20.53  0.11
H  20.69  -17.68  -19.52  0.06

* multiplicity: 5
* total charge: +1
* E_LUMO (spin up / spin down): -3.318 / -4.416 eV
* HOMO energy (spin up / spin down): -10.298 / -10.298 eV
* orbital gap (spin up / spin down): 7.0 / 5.9 eV


| no. | E_tot (Eh) |
| --- | --- |
| 1 | -1395.6395 |
| 2 | -5122.6874 |
| 3 | -2988.7836 |